(1)
DFT (wB97M-V/def2-TZVPD) results for a cluster of 5 separate species, C17H27O13 in total in a non-equilibrium geometry.

Results
Energy   -1642.1096 Ha
Total charge   -1
Energy relative to the best compared isomer or geometry (same formula, charge and spin)   29.4 kcal per mole
LUMO level   2.1351 eV
HOMO-LUMO gap   5.55 eV

Last column: Löwdin charge in e.
Cartesian coordinates (Å):
C1 -13.982 28.576 -31.462  -0.49
O1 -14.355 27.455 -32.137  -0.42
H1 -13.516 29.286 -32.177  0.03
H2 -14.813 29.067 -30.896  0.01
H3 -13.292 28.496 -30.574  0.01
C2 -10.550 26.423 -29.424  -0.01
C3 -9.602 27.656 -29.416  -0.27
C4 -9.787 28.410 -28.113  -0.12
O2 -8.567 28.286 -27.413  0.06
C5 -7.648 27.707 -28.237  -0.55
O3 -6.478 27.671 -28.010  0.16
O4 -8.289 27.062 -29.237  0.08
H4 -10.165 25.743 -30.193  0.09
H5 -11.596 26.675 -29.583  0.09
H6 -10.334 25.834 -28.532  0.09
H7 -9.828 28.224 -30.312  0.12
H8 -10.561 27.911 -27.527  0.13
H9 -10.045 29.464 -28.253  0.13
C6 -14.176 29.730 -27.593  -0.03
C7 -15.661 29.882 -27.561  -0.32
C8 -16.396 30.354 -28.817  -0.10
O5 -16.970 29.138 -29.279  0.07
C9 -17.071 28.225 -28.315  -0.56
O6 -17.623 27.179 -28.357  0.17
O7 -16.290 28.616 -27.261  0.07
H10 -13.894 29.115 -28.456  0.07
H11 -13.814 29.151 -26.742  0.09
H12 -13.626 30.669 -27.641  0.09
H13 -15.949 30.492 -26.700  0.14
H14 -15.754 30.807 -29.570  0.12
H15 -17.070 31.153 -28.501  0.13
C10 -9.791 28.994 -34.098  -0.03
C11 -10.096 27.913 -33.076  -0.28
C12 -11.118 26.770 -33.467  -0.03
O8 -10.228 25.638 -33.602  0.04
C13 -8.989 25.908 -33.132  -0.59
O9 -8.179 25.068 -32.872  0.14
O10 -8.850 27.216 -32.934  0.07
H16 -9.372 28.580 -35.014  0.09
H17 -9.210 29.799 -33.653  0.08
H18 -10.708 29.462 -34.476  0.08
H19 -10.499 28.315 -32.152  0.12
H20 -11.574 26.752 -34.453  0.13
H21 -11.823 26.710 -32.639  0.11
C14 -16.751 31.426 -32.553  -0.01
C15 -18.167 31.484 -33.116  -0.25
C16 -19.228 32.093 -32.184  -0.08
O11 -19.314 33.451 -32.628  0.06
C17 -18.690 33.592 -33.804  -0.62
O12 -18.517 34.652 -34.348  0.13
O13 -18.215 32.444 -34.233  0.08
H22 -16.038 31.302 -33.357  0.10
H23 -16.806 30.598 -31.837  0.08
H24 -16.564 32.237 -31.842  0.09
H25 -18.405 30.546 -33.607  0.15
H26 -19.021 32.184 -31.119  0.13
H27 -20.202 31.623 -32.352  0.13

(2)
DFT (wB97M-V/def2-TZVPD) results for a structure of composition C17H27O13Rb in a non-equilibrium geometry.

Results
Energy   -1665.7951 Ha
Energy relative to the best compared isomer or geometry (same formula, charge and spin)   254.2 kcal per mole
LUMO level   -0.4855 eV
HOMO-LUMO gap   7.54 eV

Last column: Löwdin charge in e.
Cartesian coordinates (Å):
Rb1 0.546 1.843 -3.063  1.32
C1 1.038 0.585 -0.354  -0.25
O1 0.494 1.634 -1.034  -0.75
H1 2.099 0.455 -0.567  0.05
H2 1.114 0.766 0.718  0.12
H3 0.516 -0.306 -0.704  0.05
C2 -2.131 1.114 -1.410  -0.06
C3 -1.408 -0.147 -1.655  -0.38
C4 -2.374 -1.441 -1.688  0.01
O2 -2.036 -2.029 -2.994  0.09
C5 -0.990 -1.395 -3.531  -0.49
O3 -0.364 -1.734 -4.522  0.14
O4 -0.774 -0.186 -2.861  -0.13
H4 -2.511 1.299 -0.406  0.10
H5 -3.031 1.181 -2.020  0.13
H6 -1.454 1.898 -1.751  0.04
H7 -0.661 -0.350 -0.887  0.07
H8 -3.430 -1.341 -1.435  0.14
H9 -2.073 -2.267 -1.044  0.11
C6 -1.586 -0.691 1.555  0.03
C7 -0.536 -1.771 1.297  -0.34
C8 0.357 -1.998 2.456  -0.10
O5 0.385 -3.425 2.538  0.13
C9 -0.555 -3.928 1.756  -0.57
O6 -0.686 -5.135 1.649  0.12
O7 -1.168 -2.989 1.062  0.12
H10 -1.221 0.331 1.663  0.07
H11 -2.161 -0.958 2.441  0.11
H12 -2.099 -0.524 0.607  0.06
H13 0.027 -1.500 0.404  0.11
H14 -0.128 -1.484 3.286  0.15
H15 1.304 -1.495 2.257  0.02
C10 -2.311 2.679 2.015  -0.04
C11 -1.494 3.458 1.062  -0.33
C12 -0.801 2.540 0.092  -0.25
O8 -0.937 3.408 -1.060  -0.04
C13 -2.012 4.258 -0.913  -0.51
O9 -2.596 4.944 -1.735  0.14
O10 -2.451 4.152 0.328  0.11
H16 -3.050 1.920 1.757  0.09
H17 -3.062 3.351 2.430  0.09
H18 -1.775 2.329 2.897  0.10
H19 -0.791 4.150 1.527  0.17
H20 -1.370 1.614 0.011  0.04
H21 0.195 2.504 0.533  0.14
C14 5.265 -1.015 -0.797  0.02
C15 3.734 -0.775 -0.410  -0.29
C16 2.751 -1.851 -0.428  -0.06
O11 1.972 -1.650 0.774  -0.01
C17 2.670 -0.943 1.610  -0.49
O12 2.282 -0.596 2.775  0.10
O13 3.731 -0.340 1.004  0.12
H22 5.621 -1.787 -0.114  0.08
H23 5.847 -0.132 -0.532  0.08
H24 5.453 -1.446 -1.780  0.08
H25 3.236 -0.080 -1.087  0.12
H26 3.267 -2.811 -0.402  0.15
H27 2.124 -1.895 -1.319  0.16

(3)
DFT (wB97M-V/def2-TZVPD) results for a cluster of 8 separate species, C17H28BN7O5 in total in a non-equilibrium geometry.

Results
SMILES   CCB(O)OC(=O)OO.CC#N.CC#N.CC#N.CC#N.CC#N.CC#N.CC#N
Energy   -1448.6732 Ha
LUMO level   0.2677 eV
HOMO-LUMO gap   9.68 eV

Last column: Löwdin charge in e.
Cartesian coordinates (Å):
C1 1.640 2.290 2.134  -0.13
C2 0.738 1.013 1.707  -0.13
B1 -0.863 1.182 1.959  -0.42
O1 -1.758 0.180 1.334  -0.04
O2 -1.517 2.204 2.783  0.14
C3 -1.495 3.502 2.173  -0.32
O3 -1.212 4.506 2.942  0.07
O4 -1.712 3.790 0.767  -0.03
O5 -0.713 4.650 0.452  -0.02
H1 1.331 3.284 1.606  0.07
H2 1.655 2.463 3.275  0.09
H3 2.731 2.055 1.772  0.04
H4 1.088 0.116 2.371  0.12
H5 0.917 0.786 0.582  0.12
H6 -2.411 0.619 0.741  0.08
H7 -0.025 4.186 -0.092  0.13
C4 -4.450 -2.660 -0.864  -0.08
C5 -3.617 -1.748 -0.069  -0.15
N1 -2.958 -1.029 0.560  0.11
H8 -4.821 -3.495 -0.264  0.07
H9 -5.322 -2.149 -1.282  0.08
H10 -3.893 -3.087 -1.703  0.06
C6 -3.955 -1.305 -4.746  -0.08
C7 -4.173 -2.756 -4.786  -0.29
N2 -4.345 -3.897 -4.817  0.13
H11 -4.262 -0.825 -5.679  0.08
H12 -4.520 -0.833 -3.938  0.08
H13 -2.900 -1.061 -4.589  0.07
C8 -2.956 -6.166 1.600  -0.07
C9 -2.487 -5.525 0.365  -0.27
N3 -2.118 -5.022 -0.605  0.14
H14 -3.999 -5.915 1.813  0.08
H15 -2.891 -7.256 1.538  0.08
H16 -2.364 -5.854 2.465  0.08
C10 6.074 3.978 2.476  -0.07
C11 5.492 2.802 1.819  -0.26
N4 5.036 1.877 1.301  0.13
H17 6.766 4.507 1.816  0.08
H18 5.303 4.693 2.778  0.08
H19 6.630 3.703 3.376  0.08
C12 6.818 1.872 -2.453  -0.08
C13 7.654 2.775 -1.652  -0.28
N5 8.311 3.485 -1.022  0.12
H20 6.441 1.037 -1.856  0.08
H21 5.950 2.391 -2.869  0.08
H22 7.375 1.446 -3.292  0.08
C14 -1.356 0.749 6.516  -0.07
C15 -0.189 0.100 5.907  -0.27
N6 0.729 -0.410 5.427  0.13
H23 -1.094 1.712 6.963  0.08
H24 -2.142 0.937 5.779  0.08
H25 -1.793 0.132 7.306  0.08
C16 -0.507 -2.709 -6.427  -0.07
C17 -1.182 -1.576 -7.072  -0.28
N7 -1.715 -0.685 -7.578  0.13
H26 0.086 -2.387 -5.566  0.08
H27 -1.223 -3.453 -6.067  0.08
H28 0.172 -3.218 -7.116  0.08

(4)
DFT (wB97M-V/def2-TZVPD) results for a cluster of 6 separate species, C17H28Cl10FNO5P2S in total in a non-equilibrium geometry.

Results
SMILES   CCP(CC)C1=C(CCO)C(=O)C([PH2]=N)=C(S(=O)(=O)F)C1=O.ClCCl.ClCCl.ClCCl.ClCCl.ClCCl
Energy   -6878.0601 Ha
Energy relative to the best compared isomer or geometry (same formula, charge and spin)   0.0 kcal per mole
LUMO level   -1.9734 eV
HOMO-LUMO gap   6.57 eV

Last column: Löwdin charge in e.
Cartesian coordinates (Å):
C1 5.744 -1.960 -1.060  -0.16
C2 4.855 -1.592 0.133  -0.44
P1 4.076 0.092 0.090  1.01
C3 4.670 0.933 -1.435  -0.42
C4 4.028 2.320 -1.559  -0.15
C5 2.268 -0.014 -0.259  -0.27
C6 1.628 -0.857 -1.092  -0.10
C7 2.350 -1.919 -1.894  -0.11
C8 1.528 -2.712 -2.901  -0.23
O1 0.892 -3.783 -2.200  -0.06
C9 0.147 -0.675 -1.195  -0.33
O2 -0.674 -1.551 -1.307  0.11
C10 -0.334 0.758 -1.147  -0.20
P2 -1.717 1.128 -2.297  0.77
N1 -1.226 2.031 -3.476  -0.27
C11 0.314 1.572 -0.312  -0.17
S1 -0.088 3.273 -0.067  0.64
O3 0.375 3.732 1.189  -0.21
O4 0.164 4.024 -1.240  -0.22
F1 -1.655 3.142 0.058  -0.18
C12 1.458 0.988 0.490  -0.42
O5 1.643 1.297 1.627  0.11
H1 5.193 -2.036 -1.998  0.05
H2 6.583 -1.274 -1.169  0.07
H3 6.167 -2.951 -0.877  0.07
H4 4.114 -2.366 0.325  0.04
H5 5.497 -1.558 1.015  0.06
H6 4.432 0.338 -2.322  0.07
H7 5.757 1.000 -1.394  0.08
H8 3.091 2.286 -2.117  0.07
H9 3.856 2.764 -0.576  0.07
H10 4.689 2.999 -2.100  0.07
H11 3.222 -1.445 -2.347  0.10
H12 2.728 -2.661 -1.186  0.12
H13 2.208 -3.165 -3.624  0.12
H14 0.784 -2.088 -3.399  0.12
H15 -0.049 -3.773 -2.403  0.08
H16 -2.730 1.670 -1.495  0.00
H17 -2.165 -0.138 -2.689  0.02
H18 -1.343 1.565 -4.368  -0.03
Cl1 3.892 -3.943 3.820  0.50
C13 2.804 -2.571 4.078  -1.01
Cl2 2.644 -1.574 2.625  0.61
H19 1.826 -2.946 4.348  -0.01
H20 3.208 -1.955 4.871  0.03
Cl3 -4.827 1.589 2.523  0.54
C14 -4.699 2.980 1.438  -1.00
Cl4 -5.865 2.877 0.114  0.51
H21 -4.892 3.881 2.007  0.03
H22 -3.702 3.005 1.021  -0.01
Cl5 -5.801 4.204 -4.346  0.50
C15 -7.240 4.171 -3.322  -1.04
Cl6 -7.820 2.524 -3.040  0.49
H23 -6.990 4.613 -2.365  0.01
H24 -8.027 4.732 -3.811  0.02
Cl7 1.680 -4.869 6.398  0.51
C16 0.984 -6.064 5.294  -1.02
Cl8 2.065 -7.433 5.033  0.51
H25 0.060 -6.428 5.725  0.02
H26 0.801 -5.584 4.339  0.02
Cl9 -8.630 0.626 4.296  0.50
C17 -8.508 2.012 3.205  -1.04
Cl10 -9.667 1.908 1.873  0.50
H27 -8.711 2.914 3.768  0.03
H28 -7.507 2.038 2.794  -0.05

> Which value of HOMO-LUMO gap does entry 1 give?

5.55 eV

> energy of number 2 (C17H27O13Rb)?

-1665.7951 Ha

> The lowest energy belongs to which entry?

C17H28Cl10FNO5P2S